{"formula": "CH3N2", "method": "wB97M-V/def2-TZVPD", "species": ["N", "N", "C", "H", "H", "H"], "xyz": [[0.502, -1.936, 0.741], [0.252, -0.889, 0.348], [-0.128, 0.422, -0.163], [-1.215, 0.586, -0.331], [0.353, 0.618, -1.124], [0.236, 1.199, 0.529]], "atomic_forces_ev_per_a": [[-1.568, 7.030, -2.605], [0.957, -6.362, 2.198], [-0.165, 1.558, -0.281], [0.501, -0.990, 0.530], [0.299, -0.619, 0.049], [-0.025, -0.617, 0.109]], "multiplicity": 1, "homo_energy_ha": -0.7633, "smiles": "C[N+]#N", "largest_force_ev_per_a": 7.66, "charge": 1, "de_lowest_kcal_mol": 0.0, "lumo_ha": -0.245, "orbital_gap_ev": 14.1, "e_tot_ha": -149.0743}